# CH3BrClNO2S

A 2-piece molecular cluster, CH3BrClNO2S overall at a distorted geometry (ωB97M-V with the def2-TZVPD basis set, OMol25).

The geometry in XYZ format:
```
10
Properties=species:S:1:pos:R:3
C 1.94092 -1.40384 -0.48255
N -0.50896 1.37181 -1.65348
O -2.60748 0.38366 -0.99028
O 0.78322 -1.33685 -0.88821
S -1.31343 0.03343 -1.47477
Cl 2.22373 -1.89921 1.16998
Br 2.60775 0.93223 -0.41417
H 2.85620 -1.53398 -1.09497
H -0.66501 2.38450 -1.25571
H 0.51646 1.46107 -1.86277
```

Values from the calculation:
E_HOMO	-8.5	eV
relative energy (zero: lowest compared OMol25 entry of this formula, charge and spin)	189.0	kJ/mol

Atomic partial charges in e from the Mulliken method, atoms 1 to 4: C 0.064; N -0.244; O -0.382; O -0.532

# C20H41BCl14I2NO5P2

A 8-piece molecular cluster, C20H41BCl14I2NO5P2 overall at a distorted geometry (ωB97M-V with the def2-TZVPD basis set, OMol25).

The geometry in XYZ format:
```
86
Properties=species:S:1:pos:R:3
C 4.55317 -1.05920 1.18103
O 4.54803 0.26764 0.66330
B 3.47029 0.98210 1.25267
O 3.73074 1.42122 2.55875
P 1.75031 1.36486 0.37626
C 2.66718 2.95669 -0.32836
C 2.85080 4.06841 0.68067
O 2.54775 5.19281 0.39636
C 2.16777 0.51877 -1.30603
C 1.01099 -0.20152 -2.00802
C 0.55682 -1.56435 -1.51456
N 0.40255 0.22872 -3.02500
P -0.18632 2.18082 -0.41541
C -0.51856 3.92127 0.12703
C -1.65686 1.08689 -0.12895
O 1.36250 2.24940 1.86739
C 0.42187 1.55154 2.65415
C 0.75509 0.03817 2.44416
C -0.32955 -1.02147 2.73526
I 0.78245 -2.89274 3.04230
C -1.21630 -0.74589 3.98231
C -1.92840 -2.06072 4.42938
I -2.86545 0.60394 3.53473
O 1.10394 -0.10975 1.09120
H 3.88143 -1.72287 0.62215
H 5.57257 -1.45418 1.12682
H 4.24924 -1.09781 2.23514
H 4.68881 1.59341 2.53179
H 3.66513 2.70152 -0.71249
H 2.06584 3.38759 -1.13652
H 3.29787 3.91829 1.67921
H 2.96237 -0.23623 -1.24020
H 2.49297 1.27323 -2.01843
H 0.62157 -2.32028 -2.30348
H -0.47224 -1.55230 -1.14991
H 1.20479 -1.90622 -0.70210
H 0.79374 1.14398 -3.29197
H -0.44255 4.11503 1.20251
H 0.10814 4.57335 -0.47725
H -1.55721 4.14223 -0.15777
H -2.30192 1.53765 0.63211
H -1.41008 0.04853 0.08704
H -2.22348 1.10205 -1.06244
H -0.60518 1.88954 2.47335
H 0.67448 1.92499 3.65904
H 1.54497 -0.20019 3.17212
H -0.98756 -1.23667 1.89533
H -0.62490 -0.38687 4.82310
H -2.86798 -1.75357 4.89941
H -1.36031 -2.60253 5.18320
H -2.21452 -2.66751 3.57450
C 7.18869 1.00761 4.51699
Cl 5.72348 0.17445 5.02888
Cl 7.30454 1.07582 2.75613
H 7.16891 2.02033 4.90457
H 8.05076 0.47675 4.90563
C 1.82587 4.23885 -4.95446
Cl 1.82617 5.48298 -3.69998
Cl 1.31406 2.66936 -4.31293
H 1.14023 4.53376 -5.74154
H 2.83073 4.14267 -5.35123
C -2.76685 -0.12133 -4.19659
Cl -3.91926 -0.99432 -5.23771
Cl -3.14149 -0.33213 -2.48843
H -1.76298 -0.49708 -4.38903
H -2.81615 0.93636 -4.43476
C -6.11775 2.13364 -3.63679
Cl -7.45178 3.19834 -3.16112
Cl -4.62099 2.54305 -2.80061
H -6.38381 1.11091 -3.39164
H -5.95960 2.23112 -4.70508
C -3.23994 -5.41462 1.65466
Cl -2.42117 -5.72830 3.19552
Cl -3.02532 -3.74123 1.12874
H -2.82703 -6.07457 0.89957
H -4.29260 -5.60364 1.77746
C -5.12617 -7.92330 3.99375
Cl -6.60439 -8.77545 4.45822
Cl -4.93626 -7.85620 2.23728
H -5.16995 -6.91024 4.37748
H -4.27396 -8.44438 4.41444
C -0.91416 -0.65676 -7.59880
Cl -0.25346 -0.93134 -5.98583
Cl -0.71654 1.02765 -8.10667
H -0.39577 -1.29621 -8.30485
H -1.97283 -0.89427 -7.58612
```

Values from the calculation:
E_HOMO	-3.3	eV
net charge	-1

Atomic partial charges in e from the Mulliken method, atoms 1 to 4: C -0.697; O -0.692; B 2.090; O -0.634

# C7H10

A single C7H10 molecule at a distorted geometry (ωB97M-V with the def2-TZVPD basis set, OMol25).

The geometry in XYZ format:
```
17
Properties=species:S:1:pos:R:3
C -0.16437 2.61454 1.33486
C 0.53796 1.51150 0.94730
C 0.03234 0.20877 0.99275
C -0.04898 -0.75068 0.04415
C -0.34646 -2.06677 0.52924
C 0.17166 -0.32182 -1.35334
C -0.04024 -0.93013 -2.52565
H -1.16958 2.38993 1.67676
H 0.11765 3.61210 1.54411
H 1.59926 1.60918 0.67634
H -0.52324 -0.00616 1.96562
H -0.59316 -2.86367 -0.28594
H 0.43762 -2.50546 1.00393
H -1.20563 -2.12329 1.23013
H 0.60550 0.69122 -1.27844
H -0.31137 -1.91525 -2.84649
H 0.19137 -0.48110 -3.50191
```

Values from the calculation:
SMILES	C=C/C=C(/C)C=C
E_HOMO	-8.2	eV
relative energy (zero: lowest compared OMol25 entry of this formula, charge and spin)	286.3	kJ/mol

Atomic partial charges in e from the Mulliken method, atoms 1 to 4: C -0.808; C -0.282; C -0.420; C 0.988

# C37H27Cl5I2N5O2P2Pb

C37H27Cl5I2N5O2P2Pb as an isolated structure at a distorted geometry (ωB97M-V with the def2-TZVPD basis set, OMol25).

The geometry in XYZ format:
```
81
Properties=species:S:1:pos:R:3
Pb 1.08971 1.35389 0.73742
O -0.70462 0.94397 -0.40890
P -1.72998 -0.10077 0.04290
C -0.88012 -1.72818 0.32231
P 0.83312 -1.79117 -0.32786
O 1.67999 -0.57457 0.15587
C 0.90279 -1.87666 -2.17554
C 1.16900 -0.71247 -2.87639
C 1.23813 -0.71322 -4.24378
C 1.00718 -1.88160 -4.96863
C 0.73137 -3.06239 -4.23410
C 0.71908 -3.10642 -2.83521
C 1.63296 -3.26306 0.27521
C 0.87150 -4.16996 0.92484
C 1.39576 -5.41655 1.32893
C 2.77119 -5.66169 1.19556
C 3.55869 -4.67197 0.61590
C 3.01100 -3.51238 0.07183
C -2.42836 0.25736 1.67807
C -2.78378 -0.83956 2.52355
C -3.60006 -0.67887 3.63377
C -4.10887 0.58075 3.92459
C -3.74992 1.63666 3.14105
C -2.92197 1.50435 2.04329
C -3.05791 -0.32073 -1.18664
C -4.40722 -0.26237 -0.89726
C -5.32429 -0.62187 -1.85296
C -4.87505 -0.90763 -3.12346
C -3.51480 -1.09414 -3.36717
C -2.62235 -0.83160 -2.40750
H -1.47597 -2.55452 -0.13648
H -0.78127 -2.04342 1.35880
H 1.42409 0.17770 -2.29970
H 1.44644 0.23514 -4.69632
H 1.14207 -1.87925 -6.04906
H 0.60505 -4.00200 -4.76730
H 0.61701 -4.02186 -2.35296
H -0.14484 -3.97234 1.20223
H 0.79035 -6.15929 1.78735
H 3.15166 -6.61520 1.56058
H 4.61001 -4.86942 0.48135
H 3.60181 -2.72790 -0.40359
H -2.41410 -1.84370 2.31140
H -3.92789 -1.53578 4.23722
H -4.84981 0.66696 4.77485
H -4.16359 2.60954 3.35378
H -2.79117 2.39544 1.45552
H -4.71745 0.06076 0.14623
H -6.43860 -0.72956 -1.64252
H -5.59275 -1.06196 -3.87829
H -3.14542 -1.46868 -4.31196
H -1.56848 -1.06407 -2.54424
Cl 1.25158 0.07006 3.51154
C 0.66498 1.70838 3.64936
C 0.48434 2.44301 2.48367
C -0.07755 3.67719 2.39985
Cl -0.19401 4.42990 0.82567
C -0.43417 4.28155 3.56742
Cl -1.10658 5.85972 3.58663
C -0.23831 3.61653 4.76425
Cl -0.70733 4.33564 6.19801
C 0.27904 2.31820 4.80326
Cl 0.26536 1.55095 6.33706
N 5.49421 1.90330 1.24598
C 4.44930 1.20274 1.70931
N 3.41244 1.34567 0.86177
C 3.94482 2.15520 -0.08528
N 5.19697 2.49371 0.09937
C 3.20694 2.59189 -1.28601
C 3.89194 3.03491 -2.41472
N 3.18217 3.40318 -3.48904
C 1.83991 3.36572 -3.41535
C 1.17605 2.85615 -2.30276
N 1.84359 2.43321 -1.23225
H 6.41227 1.97157 1.63070
H 4.35547 0.51879 2.59579
H 4.99724 3.14690 -2.53647
H 1.30032 3.65163 -4.30041
H 0.12316 2.79128 -2.32031
I -3.08989 3.09896 -1.80775
I -3.20367 5.67034 -2.37588
```

Values from the calculation:
E_HOMO	-15.3	eV
relative energy (zero: lowest compared OMol25 entry of this formula, charge and spin)	207.2	kJ/mol
net charge	+3

Atomic partial charges in e from the Mulliken method, atoms 1 to 4: Pb 2.245; O -0.015; P 1.005; C -1.749

# C6H13N2O2

C6H13N2O2 as an isolated structure at a distorted geometry (ωB97M-V with the def2-TZVPD basis set, OMol25).

The geometry in XYZ format:
```
23
Properties=species:S:1:pos:R:3
C 0.18433 -1.02359 -0.17488
C -2.13118 -0.99348 -0.63325
C 3.77218 0.09143 -0.26929
C 2.50814 -0.37495 0.44467
C 1.32962 -0.42979 -0.47464
C -2.27084 0.91888 0.08711
N -1.74617 1.86966 -0.62626
N -2.86640 1.04000 1.23517
O -0.88029 -1.03111 -1.08599
O -2.55219 -1.73289 0.38946
H 0.02887 -1.52855 0.77041
H -2.85227 -0.94996 -1.44583
H 4.61406 0.08184 0.41581
H 3.64884 1.10394 -0.64814
H 4.00711 -0.56903 -1.10144
H 2.67324 -1.35659 0.89167
H 2.28505 0.31639 1.26330
H 1.43481 0.04783 -1.43697
H -1.77278 2.84581 -0.35777
H -1.31163 1.64636 -1.50994
H -3.26574 0.21456 1.66327
H -3.01449 1.92847 1.70243
H -1.82228 -2.11524 0.90110
```

Values from the calculation:
E_HOMO	-13.0	eV
relative energy (zero: lowest compared OMol25 entry of this formula, charge and spin)	225.4	kJ/mol
net charge	+1

Atomic partial charges in e from the Mulliken method, atoms 1 to 4: C -0.049; C 0.105; C -1.360; C -0.247

# C3H5ClSi

A single C3H5ClSi molecule at a distorted geometry (ωB97M-V with the def2-TZVPD basis set, OMol25).

The geometry in XYZ format:
```
10
Properties=species:S:1:pos:R:3
C 1.15760 0.93323 -2.07999
C 1.18456 0.82385 -0.86489
C -2.04251 -1.73153 0.71200
Si 0.96682 0.61852 0.95631
Cl -0.55278 -0.92642 1.35233
H 1.09792 1.21556 -3.08838
H -1.76168 -1.92148 -0.30597
H -2.89341 -0.92574 0.55107
H 0.62407 1.93492 1.40118
H 2.21943 -0.02091 1.36634
```

Values from the calculation:
E_HOMO	-7.9	eV
relative energy (zero: lowest compared OMol25 entry of this formula, charge and spin)	459.5	kJ/mol

Atomic partial charges in e from the Mulliken method, atoms 1 to 4: C 0.219; C -0.666; C -0.577; Si 0.390